Record 1
Computed, not measured: a 2-piece molecular cluster, C10H16 overall in a non-equilibrium geometry, with wB97M-V/def2-TZVPD.

ORCA input file:
```
! wB97M-V def2-TZVPD RIJCOSX def2/J DEFGRID3
* xyz 0 1
C 1.573 2.038 1.265
C 0.995 0.677 1.175
C 1.729 -0.372 0.605
C 1.193 -1.673 0.594
C -0.053 -1.924 1.165
C -0.787 -0.890 1.722
C -0.270 0.409 1.738
H 0.781 2.785 1.455
H 1.967 2.304 0.311
H 2.395 2.166 2.044
H 2.691 -0.160 0.114
H 1.735 -2.416 0.102
H -0.444 -2.932 1.161
H -1.737 -1.090 2.179
H -0.836 1.218 2.196
C -1.888 -0.791 -2.496
C -0.755 0.145 -2.108
C -1.100 1.619 -2.187
H -2.140 -0.670 -3.604
H -1.581 -1.794 -2.424
H -2.819 -0.609 -1.923
H -0.449 -0.086 -1.039
H 0.133 -0.037 -2.752
H -1.878 1.898 -1.474
H -0.249 2.179 -1.974
H -1.397 1.809 -3.203
*
```

HOMO energy ... -0.334 hartree
Frontier orbital gap ... 10.10 eV
Electronic energy ... -390.62132 Eh
LUMO ... 1.02 eV
Energy above the lowest of the compared OMol25 structures with the same formula, charge and spin ... 9.1 kcal/mol
SMILES ... Cc1ccccc1.CCC
Strongest force on any atom ... 0.047 Eh/bohr

***

Record 2
Computed, not measured: C32H40MgN15O2P as an isolated structure, with wB97M-V/def2-TZVPD.

ORCA input file:
```
! wB97M-V def2-TZVPD RIJCOSX def2/J DEFGRID3
* xyz 2 1
Mg -0.348 -0.447 0.511
C 5.254 -1.001 0.155
N 3.865 -0.669 -0.156
C 2.747 -1.108 0.410
N 1.711 -0.419 -0.060
C 2.296 0.436 -0.954
N 3.594 0.314 -1.037
C 5.864 0.032 1.076
C 7.207 0.355 0.932
C 7.787 1.312 1.753
C 7.031 1.961 2.714
C 5.685 1.636 2.863
C 5.108 0.667 2.050
C 4.894 2.330 3.879
N 5.225 3.362 4.567
N 4.156 3.631 5.412
C 3.266 2.738 5.169
O 3.654 1.873 4.195
C 1.978 2.549 5.835
C 1.542 3.497 6.755
C 0.339 3.305 7.415
C -0.431 2.179 7.160
C 0.005 1.228 6.244
C -0.855 0.008 5.992
N -0.548 -0.598 4.697
C -0.913 -0.153 3.508
N -0.322 -0.866 2.557
C 0.406 -1.781 3.272
N 0.306 -1.638 4.571
C 1.212 1.413 5.585
H 5.792 -1.022 -0.789
H 5.271 -2.002 0.585
H 2.722 -1.890 1.152
H 1.747 1.145 -1.553
H 7.802 -0.132 0.167
H 8.833 1.561 1.632
H 7.464 2.718 3.355
H 4.056 0.435 2.180
H 2.155 4.368 6.949
H -0.006 4.039 8.131
H -1.375 2.044 7.677
H -1.906 0.292 5.980
H -0.716 -0.763 6.745
H -1.586 0.678 3.360
H 1.016 -2.551 2.827
H 1.590 0.672 4.890
C 1.991 4.545 1.794
N 1.518 3.601 2.810
C 0.277 4.112 3.396
N -0.767 4.399 2.405
C -0.222 5.326 1.408
N 0.991 4.823 0.761
C 0.724 3.670 -0.083
P 0.042 2.219 0.897
C 1.338 2.273 2.250
C -1.286 3.195 1.776
H 2.895 4.151 1.328
H 2.238 5.484 2.287
H 0.508 5.041 3.917
H -0.098 3.393 4.130
H 0.025 6.260 1.912
H -0.980 5.532 0.652
H 1.641 3.368 -0.590
H -0.005 3.941 -0.848
H 2.284 1.929 1.823
H 1.072 1.576 3.048
H -1.785 2.575 2.523
H -2.044 3.471 1.040
C -5.430 1.647 -0.866
N -4.397 0.806 -0.258
C -4.610 -0.216 0.634
C -3.381 -0.702 0.952
N -2.411 0.014 0.270
C -3.072 0.911 -0.444
H -6.299 1.039 -1.094
H -5.049 2.077 -1.788
H -5.718 2.446 -0.187
H -5.599 -0.499 0.954
H -3.130 -1.523 1.604
H -2.629 1.640 -1.106
C -0.045 -4.778 0.377
N -0.695 -4.335 -0.849
C -0.966 -3.052 -1.111
N -1.612 -2.759 -2.255
O -0.632 -2.140 -0.318
H -0.362 -5.794 0.596
H -0.351 -4.138 1.200
H 1.041 -4.762 0.285
H -0.935 -5.030 -1.535
H -1.933 -3.466 -2.892
H -1.838 -1.802 -2.453
*
```

HOMO energy ... -0.466 hartree
Frontier orbital gap ... 8.22 eV
Electronic energy ... -2756.40371 Eh
LUMO ... -4.46 eV
Energy above the lowest of the compared OMol25 structures with the same formula, charge and spin ... 0.5 kcal/mol
Strongest force on any atom ... 0.014 Eh/bohr

***

Record 3
Computed, not measured: a 10-piece molecular cluster, C43H88F5I2N12O11S overall in a non-equilibrium geometry, with wB97M-V/def2-TZVPD.

ORCA input file:
```
! wB97M-V def2-TZVPD RIJCOSX def2/J DEFGRID3
* xyz 1 1
C -2.831 -0.834 1.818
C -2.412 0.078 0.844
C -2.253 -0.279 -0.723
C -0.687 -0.606 -0.994
C -0.480 -2.077 -1.585
C -0.828 -3.150 -0.420
C -1.787 -4.331 -0.918
C -1.461 -4.884 -2.380
C 0.077 -5.351 -2.559
N 0.021 0.488 -1.734
C 0.053 0.288 -3.205
I -0.031 2.264 -4.215
C 1.467 -0.383 -3.705
C 1.333 -1.111 -5.124
I 2.836 1.327 -4.033
C -0.570 1.772 -1.345
N 0.202 2.767 -0.815
N -2.009 2.095 -1.424
C -2.813 0.866 -1.677
S -4.632 1.166 -1.573
O -4.817 2.646 -1.849
O -5.252 0.899 -0.240
C -5.643 0.271 -2.861
F -5.518 1.035 -4.055
F -5.266 -1.070 -3.045
C -7.207 0.334 -2.463
F -7.580 1.595 -1.963
F -8.008 0.146 -3.608
F -7.511 -0.578 -1.448
H -2.582 -0.564 2.904
H -3.425 -1.780 1.642
H -2.202 1.149 1.146
H -2.830 -1.264 -0.858
H -0.219 -0.630 0.059
H -1.194 -2.181 -2.476
H 0.590 -2.305 -1.897
H 0.127 -3.599 0.017
H -1.356 -2.614 0.431
H -1.617 -5.206 -0.190
H -2.903 -4.088 -0.856
H -1.758 -4.113 -3.176
H -2.156 -5.778 -2.557
H 0.045 -6.419 -2.956
H 0.557 -4.626 -3.291
H 0.548 -5.356 -1.520
H -0.848 -0.269 -3.634
H 1.973 -0.994 -2.896
H 0.243 -1.343 -5.413
H 1.957 -2.050 -5.234
H 1.686 -0.358 -5.916
H 0.533 2.671 0.156
H 0.358 3.598 -1.399
H -2.197 2.722 -2.224
H -2.603 0.520 -2.759
C -0.499 -2.677 3.984
C 0.784 -2.496 3.226
O 0.819 -2.478 1.998
N 1.930 -2.349 3.941
C 2.092 -2.343 5.380
H -1.325 -2.782 3.279
H -0.449 -3.581 4.594
H -0.689 -1.807 4.611
H 2.750 -2.232 3.364
H 2.536 -1.388 5.671
H 2.775 -3.150 5.652
H 1.146 -2.477 5.903
C -4.060 5.675 -2.201
C -2.768 6.374 -2.532
O -1.735 6.164 -1.902
N -2.767 7.260 -3.562
C -3.870 7.643 -4.418
H -3.901 5.002 -1.360
H -4.822 6.405 -1.920
H -4.395 5.085 -3.057
H -1.865 7.687 -3.721
H -3.600 7.411 -5.451
H -4.020 8.721 -4.324
H -4.792 7.126 -4.161
C 7.551 0.791 -7.435
C 6.432 1.077 -6.471
O 5.304 0.626 -6.629
N 6.702 1.867 -5.393
C 7.956 2.492 -5.030
H 7.184 0.150 -8.242
H 7.915 1.723 -7.875
H 8.364 0.270 -6.923
H 5.903 2.013 -4.794
H 8.246 2.132 -4.041
H 7.801 3.572 -4.984
H 8.748 2.271 -5.742
C 9.339 -1.810 -10.181
C 7.848 -1.620 -10.261
O 7.312 -0.554 -9.984
N 7.089 -2.677 -10.655
C 7.526 -4.008 -11.023
H 9.804 -0.881 -9.853
H 9.580 -2.592 -9.457
H 9.738 -2.068 -11.164
H 6.101 -2.472 -10.684
H 7.201 -4.205 -12.046
H 7.045 -4.724 -10.353
H 8.606 -4.121 -10.957
C -0.910 -6.454 6.017
C -1.406 -5.302 6.849
O -0.917 -4.181 6.764
N -2.427 -5.533 7.715
C -3.133 -6.773 7.961
H -0.096 -6.114 5.377
H -0.533 -7.249 6.663
H -1.714 -6.831 5.381
H -2.703 -4.713 8.237
H -4.192 -6.614 7.746
H -3.020 -7.029 9.017
H -2.758 -7.590 7.349
C 3.069 -5.908 1.424
C 2.735 -6.276 0.004
O 1.578 -6.379 -0.387
N 3.763 -6.499 -0.858
C 5.185 -6.430 -0.595
H 2.146 -5.763 1.985
H 3.639 -6.711 1.896
H 3.637 -4.976 1.447
H 3.459 -6.741 -1.790
H 5.622 -5.684 -1.263
H 5.623 -7.405 -0.817
H 5.402 -6.162 0.437
C -1.921 0.656 6.199
C -0.865 0.952 5.171
O -0.767 0.306 4.129
N -0.001 1.970 5.421
C 0.048 2.842 6.578
H -2.532 -0.180 5.858
H -1.455 0.380 7.147
H -2.569 1.527 6.332
H 0.678 2.109 4.687
H -0.074 3.872 6.237
H 1.030 2.736 7.044
H -0.726 2.608 7.306
C 0.461 8.678 6.095
C -0.134 7.297 6.041
O -0.091 6.533 6.995
N -0.736 6.905 4.883
C -0.889 7.654 3.653
H 0.901 8.842 7.078
H 1.247 8.778 5.343
H -0.315 9.429 5.934
H -1.110 5.968 4.924
H -1.956 7.741 3.434
H -0.406 7.095 2.848
H -0.451 8.647 3.716
C -5.165 4.634 6.799
C -5.124 3.328 6.053
O -4.309 2.451 6.318
N -6.027 3.133 5.056
C -7.061 4.036 4.592
H -4.386 4.639 7.561
H -4.983 5.465 6.114
H -6.131 4.755 7.293
H -5.937 2.235 4.603
H -8.026 3.537 4.703
H -6.887 4.241 3.534
H -7.071 4.972 5.146
*
```

HOMO energy ... -0.376 hartree
Frontier orbital gap ... 5.28 eV
Electronic energy ... -4668.43474 Eh
LUMO ... -4.94 eV
Strongest force on any atom ... 0.155 Eh/bohr

***

Question: Which of these has the lowest frontier orbital gap?
Answer: C43H88F5I2N12O11S